Record 1
Molecular formula: C20H24Br12F12O8
Method: DFT, wB97M-V/def2-TZVPD

Output
- ΔE to the lowest compared entry with this formula, charge and spin: 8.06 kcal/mol
- Kohn-Sham gap: 9.77 eV

CARTESIAN COORDINATES (ANGSTROEM)
H -39.868 11.576 7.372
O -38.825 12.443 0.223
C -35.262 8.730 1.918
Br -43.166 10.576 -2.472
C -35.520 6.467 -4.017
C -39.207 11.714 -0.638
H -40.655 13.739 -2.626
Br -41.428 8.198 2.307
Br -44.441 13.550 -2.952
H -39.581 14.070 -1.402
C -42.402 9.259 0.960
C -41.604 13.621 -0.661
H -32.014 6.107 -5.724
H -34.149 10.527 -0.769
Br -42.107 12.436 -4.887
O -39.761 13.632 5.619
F -37.490 10.205 -1.027
C -40.440 13.420 -1.604
O -36.174 5.476 -4.075
F -34.635 8.340 -2.840
F -36.928 7.454 0.808
C -38.772 10.247 -0.702
H -39.392 13.931 7.573
C -40.728 12.246 7.348
H -34.871 5.001 -5.954
F -40.079 15.199 2.522
H -33.556 11.930 0.025
Br -34.796 14.775 -0.304
F -39.498 9.556 -1.568
H -36.931 14.150 0.709
F -38.946 9.682 0.479
H -34.206 6.440 -6.781
O -39.994 12.071 -1.640
C -43.642 11.953 -3.783
H -41.737 9.341 0.111
F -35.143 6.412 1.484
O -41.054 15.327 4.987
C -35.070 10.949 1.104
Br -37.486 16.536 0.193
C -35.750 7.652 -3.045
F -38.587 13.845 3.235
O -35.778 9.719 1.204
H -44.386 11.456 -4.387
Br -44.118 8.542 0.444
H -41.956 14.652 -0.679
O -34.343 8.855 2.676
H -41.438 11.856 6.617
C -35.995 7.393 1.757
C -40.245 13.634 6.956
H -35.792 11.619 0.629
C -33.866 10.905 0.220
H -41.236 12.230 8.309
F -40.602 13.117 2.808
O -34.500 6.721 -4.816
Br -42.661 11.091 1.554
C -36.358 15.065 0.791
H -40.534 17.605 -5.026
C -40.319 14.421 4.726
F -36.683 8.448 -3.570
F -36.193 7.176 -1.882
C -32.756 5.310 -5.779
Br -39.932 16.688 -2.744
H -34.831 11.401 2.070
F -36.598 7.103 2.921
H -32.563 4.704 -6.663
H -32.606 4.688 -4.894
C -34.174 5.832 -5.873
Br -35.909 15.300 2.704
H -42.433 12.958 -0.884
C -40.634 16.649 -4.535
H -40.964 14.405 7.231
Br -42.516 16.226 -4.410
H -33.110 10.214 0.593
Br -39.629 15.388 -5.686
H -41.224 13.383 0.333
C -39.886 14.129 3.271

Record 2
Molecular formula: C20H24Br8F6N2
Method: DFT, wB97M-V/def2-TZVPD

Output
- Structure (SMILES): C[C@@H](F)c1nc2ccccc2nc1C(F)(F)C(F)(F)F.BrCCBr.BrCCBr.BrCCBr.BrCCBr
- ΔE to the lowest compared entry with this formula, charge and spin: 7.37 kcal/mol
- Kohn-Sham gap: 8.97 eV

CARTESIAN COORDINATES (ANGSTROEM)
Br 0.527 0.684 -3.504
C -6.176 -0.410 4.780
C 2.740 3.215 0.853
C 0.234 -3.061 -9.429
H 2.328 -3.543 -6.262
F 0.367 -1.226 5.389
C 3.665 -1.867 -6.195
C -1.045 1.997 2.768
C 2.607 4.012 -0.415
H 3.548 -1.696 -7.262
Br 0.738 4.232 -0.920
N -2.068 -0.624 5.360
C 0.631 0.991 6.110
F 1.072 0.239 7.136
H -6.275 -1.853 6.444
H 3.034 5.008 -0.339
H -0.124 3.896 3.092
C 0.180 0.034 4.921
Br 0.928 -1.606 -8.338
C -5.354 0.340 4.015
H -1.722 2.671 2.227
H 0.736 -4.503 -7.882
H 0.197 -5.206 -9.419
H -0.398 -0.730 -1.706
C 0.759 -4.393 -8.963
H 1.586 -2.079 -5.591
H -3.836 -1.921 6.717
C 0.633 -0.472 -1.941
Br 3.214 0.339 -1.005
H -7.246 -0.349 4.587
C -5.627 -1.257 5.806
C -0.080 2.907 3.552
H 1.127 -0.327 0.140
C -3.402 -0.515 5.142
Br 3.736 -0.096 -5.396
H -5.786 0.980 3.244
F -0.386 1.281 1.755
N -3.194 1.149 3.373
C -1.905 1.059 3.630
H 0.495 -2.835 -10.458
H 2.094 2.343 0.879
C -3.934 0.331 4.169
C -4.285 -1.295 5.943
H 0.944 2.575 3.434
F -0.441 1.644 6.584
F 1.633 1.804 5.795
H 3.771 2.900 1.002
H -0.847 -3.015 -9.313
H 0.917 1.249 -0.646
H 3.068 3.483 -1.247
H -0.352 3.048 4.604
Br 2.303 4.286 2.419
Br 2.874 -3.329 -3.862
C -1.338 0.161 4.607
Br 2.603 -4.668 -9.521
C 2.502 -2.656 -5.655
H 1.168 -1.367 -2.247
H 4.625 -2.340 -6.012
F 0.959 0.145 3.830
C 1.278 0.233 -0.781

Record 3
Molecular formula: C20H24BrN3O3S2
Method: DFT, wB97M-V/def2-TZVPD

Output
- Structure (SMILES): O=C(C1CCN(S(=O)(=O)c2ccc(Br)s2)CC1)N1CCN(c2ccccc2)CC1
- ΔE to the lowest compared entry with this formula, charge and spin: 22.28 kcal/mol
- Kohn-Sham gap: 8.48 eV

CARTESIAN COORDINATES (ANGSTROEM)
H -4.659 -0.599 -1.276
C 2.504 -2.795 -0.102
C -0.544 0.202 -1.635
H -2.706 1.655 0.713
S 4.107 1.062 0.273
H -1.968 -1.684 -2.170
H 2.286 3.427 -1.587
C -2.714 1.446 -1.453
H -0.912 -0.170 4.079
C -1.699 -2.048 0.822
H 1.263 1.794 -3.084
H -3.520 1.524 -2.189
H -4.328 1.511 0.015
C -2.034 -0.174 2.270
N 2.895 2.113 -0.126
C 0.652 1.178 0.276
H -2.176 2.391 -1.448
H 3.548 2.265 -2.054
H -0.230 1.300 0.907
H 2.215 -3.204 1.995
H -3.167 -0.742 -3.084
N -1.872 0.348 -1.860
O 5.081 1.113 -0.772
C -2.328 -0.825 1.067
C 1.745 2.141 0.740
H -3.840 -2.061 -0.726
C 0.284 1.409 -1.198
N -3.279 -0.283 0.205
H 1.359 3.167 0.757
H -1.889 -2.601 -0.082
C -0.492 -1.904 2.897
C -1.121 -0.700 3.162
H 0.992 0.147 0.393
H 2.094 1.883 1.740
H 1.933 0.444 -2.175
H -2.543 0.744 2.528
C 2.609 2.382 -1.513
H -0.340 -3.528 1.507
O 0.010 -0.872 -1.793
H 0.214 -2.316 3.602
Br 1.833 -4.343 -0.889
S 3.139 -1.517 -1.075
O 4.492 1.361 1.619
C -0.801 -2.577 1.729
C 3.429 -0.586 0.338
C -2.662 -0.845 -2.118
C 2.548 -2.523 1.234
C -3.691 -1.011 -0.974
H -0.251 2.355 -1.295
C 1.538 1.455 -2.083
C -3.296 1.142 -0.045
C 3.081 -1.244 1.480
H 3.211 -0.810 2.454

Record 4
Molecular formula: C20H24BrN3O3S2
Method: DFT, wB97M-V/def2-TZVPD

Output
- Structure (SMILES): O=C(C1CCN(S(=O)(=O)c2ccc(Br)s2)CC1)N1CCN(c2ccccc2)CC1
- ΔE to the lowest compared entry with this formula, charge and spin: 22.81 kcal/mol
- Kohn-Sham gap: 7.95 eV

CARTESIAN COORDINATES (ANGSTROEM)
H -4.978 -1.569 7.715
C -2.921 -1.150 5.062
C 1.838 -2.493 0.189
C 2.163 -0.124 -0.572
H -0.584 2.798 -0.348
H 0.397 -3.019 4.424
Br 1.467 5.313 -4.233
H -0.906 -5.091 2.586
N -1.618 -2.825 3.848
O -0.797 0.034 -0.534
C 1.086 -2.774 -1.117
C -2.954 -3.440 5.759
O -0.789 -0.430 -2.950
C -0.460 -3.649 4.130
H -4.201 -3.898 7.423
H 1.963 0.925 -0.337
H 3.229 -0.236 -0.794
H -0.786 -1.994 0.703
C -2.470 -2.460 4.887
H 0.754 -0.739 0.908
C 1.581 -1.820 -2.202
H 0.011 -2.629 -1.009
H -2.648 -4.468 5.634
S -0.136 0.125 -1.807
H 2.437 -0.840 1.440
H 2.897 -2.715 -0.003
C -3.841 -3.120 6.765
H 1.262 -3.807 -1.423
C 0.817 3.967 -3.114
C 1.760 -1.018 0.602
C -0.118 2.910 -1.310
O 2.342 -4.185 1.769
H 2.638 -1.990 -2.424
H -4.147 0.184 6.183
H 0.817 -5.036 3.062
C 0.257 4.141 -1.883
H -1.778 -3.356 1.244
H -2.251 -1.340 2.535
N 0.206 -3.521 1.791
C -0.947 -2.694 1.516
H 0.997 -1.935 -3.116
H -0.675 -4.334 4.949
C 1.471 -3.455 1.322
C -0.077 -4.439 2.880
H 0.122 5.100 -1.417
N 1.436 -0.437 -1.786
H -2.562 -0.358 4.422
C -4.282 -1.816 6.929
C 0.165 1.846 -2.112
C -1.349 -1.904 2.770
C -3.817 -0.839 6.068
S 0.893 2.303 -3.597
H -0.541 -1.198 3.025

Record 5
Molecular formula: C20H24BrN4O2SiZr
Method: DFT, wB97M-V/def2-TZVPD

Output
- ΔE to the lowest compared entry with this formula, charge and spin: 10.54 kcal/mol
- Kohn-Sham gap: 3.64 eV
- Net charge: +3

CARTESIAN COORDINATES (ANGSTROEM)
Zr 0.146 -0.036 -2.538
H 3.800 -0.613 2.832
C 2.183 -0.662 1.437
H -4.373 0.199 -3.316
C -2.945 -2.584 -2.304
H -4.015 -2.617 -2.073
C 1.308 2.863 -2.253
H -1.776 2.669 -1.721
O 0.496 -0.558 -0.303
H -3.555 0.194 -0.362
C -2.056 -1.662 3.825
H 3.748 -1.469 -3.398
H -2.425 -3.170 -1.546
C -1.793 -0.253 5.792
N 0.190 2.087 -2.104
C -0.847 -1.140 3.388
H -2.810 -3.069 -3.272
H -1.034 5.063 -1.712
H 2.276 2.414 -2.414
H -3.446 -1.584 5.434
H -2.258 -0.874 0.173
H -2.194 0.077 6.741
C -2.514 -1.200 5.043
C 0.996 4.192 -2.127
C 3.216 -0.526 -3.304
Si -2.419 -0.816 -2.301
C 3.532 -0.632 1.784
H 1.663 5.035 -2.196
Br 6.313 -0.579 1.246
C -3.301 0.286 -3.528
C 4.149 -0.659 -0.562
H -0.050 -0.614 0.544
H -0.121 -2.279 1.756
H -3.043 1.347 -3.470
H -2.606 -2.414 3.273
H 3.911 0.297 -3.156
C 4.502 -0.628 0.792
C -0.590 0.253 5.353
C 1.850 -0.640 0.101
C 1.112 -0.661 2.434
H -1.893 0.775 -0.339
H 2.625 -0.356 -4.210
N 1.109 0.053 3.502
N -0.071 -1.394 2.244
O 2.280 -0.599 -2.184
C -0.104 -0.219 4.136
H -3.149 -0.039 -4.559
C -2.518 -0.101 -0.552
C -0.376 4.223 -1.886
C 2.811 -0.642 -0.871
H -0.041 0.991 5.921
N -0.825 2.973 -1.879
H 4.929 -0.699 -1.311

Record 6
Molecular formula: C20H24ClN3O3S
Method: DFT, wB97M-V/def2-TZVPD

Output
- Structure (SMILES): CN(C)S(=O)(=O)c1ccc(Cl)c(C(=O)N[C@H]2CCN(Cc3ccccc3)C2)c1
- ΔE to the lowest compared entry with this formula, charge and spin: 23.69 kcal/mol
- Kohn-Sham gap: 9.18 eV

CARTESIAN COORDINATES (ANGSTROEM)
C -4.361 0.485 0.677
C 1.672 2.983 0.797
N -1.340 2.339 0.329
H 0.349 -4.495 -1.485
C 3.089 0.453 -0.069
C 2.738 -1.497 1.303
C -3.049 0.692 0.246
C -4.806 -0.787 1.026
C 0.473 2.881 -1.186
H 2.566 3.597 0.597
H -2.113 -4.361 -2.049
H 5.987 -0.580 1.332
C -2.198 -0.405 0.162
Cl -5.440 1.811 0.814
H 0.977 3.707 -1.716
C -2.647 -1.663 0.507
H 0.688 4.928 0.853
H 3.286 2.264 -1.221
C -1.953 -3.278 -2.101
H 1.196 -0.503 0.218
S -1.472 -3.014 0.421
C 4.437 0.422 0.255
C 4.087 -1.524 1.618
H 0.774 -2.987 -2.337
H 2.172 1.054 -1.900
O -0.369 -2.707 1.284
H -2.885 -2.774 -1.851
H 5.104 1.172 -0.149
N 1.361 2.118 -0.333
H 2.056 -2.230 1.709
H -1.168 4.207 -0.530
C 4.935 -0.565 1.090
H -0.836 1.629 0.839
C 0.375 -3.402 -1.411
C -0.511 3.426 -0.146
H -1.185 -0.301 -0.195
N -0.938 -2.841 -1.171
H -0.035 3.751 1.951
H -5.822 -0.918 1.362
H -0.011 2.233 -1.919
O -3.175 2.779 -0.924
H -1.655 -3.002 -3.112
H 1.012 -3.114 -0.579
C 2.247 -0.517 0.462
H 1.881 2.366 1.674
H 4.477 -2.288 2.273
C 0.431 3.877 0.975
C -3.943 -1.866 0.941
C 2.512 1.517 -0.967
H -4.256 -2.864 1.203
C -2.549 2.046 -0.190
O -2.163 -4.255 0.622

Record 7
Molecular formula: C20H24F3N3O4S3
Method: DFT, wB97M-V/def2-TZVPD

Output
- ΔE to the lowest compared entry with this formula, charge and spin: 51.07 kcal/mol
- Kohn-Sham gap: 6.99 eV

CARTESIAN COORDINATES (ANGSTROEM)
H -4.786 5.438 9.286
C -4.516 4.108 4.523
C 2.801 0.695 1.416
H -0.787 2.043 1.956
S -3.216 1.967 5.618
H -3.089 6.813 10.523
C -2.044 0.016 1.183
C -3.334 2.670 2.966
H 1.956 -0.326 -1.014
H -1.386 -1.934 -0.232
O 0.086 2.418 7.586
H 0.033 4.164 9.157
C -0.552 -1.227 -0.259
O -2.991 0.628 5.144
H 0.792 -2.634 0.614
C -0.206 3.978 4.419
H 0.979 1.914 2.804
C 0.037 1.421 2.455
C -3.725 5.172 9.264
H 3.613 -0.040 1.591
C -3.688 3.017 4.261
H -4.495 5.433 1.378
H 2.831 -1.409 0.102
S -1.341 2.317 7.588
H 3.157 1.367 0.604
C -1.423 5.566 9.941
C 0.332 0.312 1.495
H -3.145 3.357 0.923
H -4.938 4.232 5.510
C -3.309 4.049 8.547
S -0.480 2.140 4.253
N -1.915 2.738 6.110
H 2.677 1.286 2.320
F 0.327 4.435 3.256
H -0.679 6.129 10.507
H -0.647 -0.633 -1.186
O -4.320 2.232 6.539
C -1.957 3.725 8.490
F 0.694 4.269 5.419
H -2.254 -0.048 2.247
F -1.312 4.748 4.649
C -1.008 4.464 9.196
C -2.776 5.934 9.961
H 0.907 -2.487 -1.150
C 0.768 -1.928 -0.224
N -0.688 -0.359 0.909
H -4.046 3.446 8.043
H -2.284 1.015 0.823
N 1.586 -0.022 1.062
O -2.014 1.139 8.056
C -4.818 4.983 3.483
H -2.704 -0.666 0.662
C -4.303 4.739 2.201
C 1.862 -0.910 -0.072
H -2.938 1.668 2.803
C -3.549 3.584 1.930
H -5.453 5.855 3.664

Record 8
Molecular formula: C20H24FN3O4
Method: DFT, wB97M-V/def2-TZVPD

Output
- Structure (SMILES): CN[C@H]1CCCN(c2c(F)cc3c(=O)c(C(=O)O)cn(C4CC4)c3c2OC)C1
- ΔE to the lowest compared entry with this formula, charge and spin: 0.00 kcal/mol
- Kohn-Sham gap: 8.26 eV

CARTESIAN COORDINATES (ANGSTROEM)
H 4.685 0.047 0.436
C -2.909 -2.501 0.965
C -2.157 1.456 -1.849
O -2.134 2.076 -2.921
C 3.893 -2.165 1.817
H 3.873 0.471 2.544
H -2.398 -0.957 2.472
H -4.240 -0.183 0.294
O 0.097 -0.185 2.166
O -4.719 2.023 -2.910
F 2.606 1.684 -1.459
H 4.893 -1.832 2.102
H 0.322 2.114 -2.526
N 2.685 0.310 0.885
H 6.441 -2.911 -1.270
C -0.419 0.805 3.040
H 4.342 -3.558 -0.547
C -0.943 1.113 -1.120
C -4.723 1.331 -1.784
C 3.653 -1.867 0.328
N -2.182 -0.132 0.521
C -3.320 0.216 -0.111
C -2.247 -1.239 1.437
H -0.478 0.339 4.022
H -3.511 -3.051 1.671
O -5.739 0.972 -1.239
H 3.055 -1.546 3.713
H -0.982 -2.976 1.989
H 6.148 -1.269 -0.705
H -3.289 -2.528 -0.045
H 1.857 -1.814 2.440
C -3.378 1.011 -1.213
H 2.631 -2.186 0.079
C 3.720 -0.345 0.105
C -0.976 0.409 0.096
C -1.425 -2.460 1.152
H 6.376 -2.585 0.470
N 4.517 -2.560 -0.612
C 1.440 1.228 -0.946
C 2.883 0.068 2.298
H -0.805 -2.448 0.269
H -1.411 1.149 2.734
C 0.294 1.539 -1.614
C 2.853 -1.421 2.648
H -3.776 2.209 -3.189
C 5.943 -2.319 -0.504
H 0.242 1.677 3.089
H 3.613 -0.152 -0.958
H 2.150 0.617 2.880
H 3.828 -3.241 1.999
C 0.203 0.253 0.854
C 1.466 0.558 0.305

Respective HOMO energy values: -0.3759 -0.3542 -0.2940 -0.2894 -0.5761 -0.3280 -0.2952 -0.3032 Ha.